A molecular structure, C54H40CaCl2N4O3PSb, computed with the ωB97M-V functional and the def2-TZVPD basis.

Summary:
- Energy relative to the best compared isomer or geometry (same formula, charge and spin): 24.5 kJ/mol
- Total charge: 0
- 2S+1: 1
- E_HOMO: -6.98 eV
- Energy: -4706.3361 Ha

```
106
C54H40CaCl2N4O3PSb | the OMol25 dataset | the ωB97M-V functional and the def2-TZVPD basis
Ca -0.380 -0.082 -2.186
Cl 4.734 -0.139 -6.968
C 3.502 -0.656 -5.866
C 2.588 0.274 -5.398
C 1.563 -0.103 -4.527
N 0.624 0.765 -3.960
C 0.361 1.958 -4.502
O 0.898 2.533 -5.451
C -0.822 2.665 -3.860
C -1.197 3.895 -4.397
C -2.314 4.543 -3.910
C -3.029 3.940 -2.885
C -2.584 2.725 -2.402
N -1.508 2.086 -2.865
C 1.449 -1.466 -4.161
C 2.397 -2.376 -4.613
C 3.419 -1.980 -5.457
Cl 4.586 -3.150 -5.978
N 0.330 -1.854 -3.406
C 0.487 -2.685 -2.401
O 1.558 -3.099 -1.893
C -0.773 -3.091 -1.682
C -0.825 -4.374 -1.141
C -1.914 -4.734 -0.376
C -2.920 -3.797 -0.178
C -2.785 -2.548 -0.752
N -1.738 -2.186 -1.494
H 2.666 1.301 -5.708
H -0.594 4.294 -5.199
H -2.628 5.494 -4.321
H -3.918 4.395 -2.468
H -3.115 2.242 -1.598
H 2.343 -3.408 -4.298
H 0.013 -5.034 -1.311
H -1.980 -5.718 0.069
H -3.788 -4.026 0.425
H -3.563 -1.808 -0.604
O -1.218 0.569 0.070
P -1.868 1.365 1.156
C -1.678 0.640 2.806
C -0.493 0.839 3.511
C -0.314 0.235 4.745
C -1.315 -0.561 5.283
C -2.496 -0.762 4.581
C -2.679 -0.167 3.343
C -3.670 1.527 0.963
C -4.385 2.467 1.699
C -5.762 2.547 1.569
C -6.430 1.694 0.700
C -5.720 0.759 -0.039
C -4.342 0.674 0.094
C -1.187 3.037 1.264
C -1.262 3.796 2.429
C -0.758 5.087 2.446
C -0.177 5.621 1.303
C -0.107 4.869 0.139
C -0.612 3.579 0.118
H 0.295 1.452 3.086
H 0.610 0.392 5.286
H -1.174 -1.035 6.246
H -3.278 -1.381 5.004
H -3.597 -0.330 2.793
H -3.865 3.139 2.369
H -6.314 3.280 2.143
H -7.505 1.759 0.601
H -6.240 0.103 -0.725
H -3.771 -0.040 -0.485
H -1.694 3.374 3.329
H -0.818 5.676 3.351
H 0.230 6.623 1.325
H 0.338 5.289 -0.754
H -0.562 2.982 -0.785
C -0.006 -4.559 2.780
C -0.670 -3.351 2.629
C -0.145 -2.375 1.791
C 1.045 -2.590 1.105
C 1.685 -3.818 1.233
C 1.163 -4.796 2.069
Sb 1.812 -1.012 -0.135
C 3.827 -1.721 -0.352
C 4.393 -1.747 -1.623
C 5.638 -2.323 -1.825
C 6.339 -2.859 -0.753
C 5.797 -2.800 0.523
C 4.544 -2.237 0.722
C 2.229 0.259 1.572
C 2.260 1.633 1.338
C 2.518 2.532 2.363
C 2.767 2.061 3.645
C 2.752 0.694 3.891
C 2.475 -0.198 2.864
H -0.395 -5.319 3.446
H -1.585 -3.160 3.175
H -0.675 -1.439 1.672
H 2.585 -4.014 0.664
H 1.672 -5.747 2.171
H 3.850 -1.333 -2.464
H 6.052 -2.370 -2.825
H 7.301 -3.328 -0.915
H 6.340 -3.208 1.367
H 4.127 -2.199 1.721
H 2.086 2.001 0.330
H 2.525 3.599 2.169
H 2.971 2.757 4.449
H 2.957 0.328 4.891
H 2.446 -1.263 3.071
```


A molecular structure, C54H40CaFN11O11, computed with the ωB97M-V functional and the def2-TZVPD basis.

Summary:
- Total charge: -2
- 2S+1: 1
- E_HOMO: -2.00 eV
- Energy: -4289.2347 Ha

```
118
C54H40CaFN11O11 | the OMol25 dataset | the ωB97M-V functional and the def2-TZVPD basis
Ca -0.828 -1.032 0.271
C 0.330 1.586 -4.633
C 0.950 0.458 -5.371
C 1.450 -0.557 -4.686
C 1.512 -0.624 -3.195
N 0.940 0.461 -2.428
C 0.702 1.737 -3.160
N 2.147 -1.618 -2.771
C 1.552 -2.553 -0.382
N 1.302 -1.416 0.541
C 1.569 -1.763 1.784
N 1.366 -1.159 2.958
C 0.473 -0.161 3.169
C 0.368 0.297 4.515
C -0.504 1.296 4.848
C -1.291 1.880 3.849
C -1.154 1.383 2.576
N -0.332 0.377 2.209
C 2.153 -3.130 1.824
C 2.593 -3.847 2.922
C 2.953 -5.173 2.732
C 2.820 -5.751 1.469
C 2.378 -5.010 0.378
C 2.080 -3.660 0.552
H 0.387 2.528 -5.180
H 0.929 0.458 -6.455
H 1.885 -1.420 -5.174
H 1.324 2.561 -2.831
H 1.000 -0.189 5.246
H -0.573 1.639 5.876
H -1.971 2.701 4.042
H -1.728 1.815 1.769
H 2.608 -3.372 3.896
H 3.308 -5.770 3.564
H 3.054 -6.801 1.331
H 2.249 -5.497 -0.575
C -3.523 -0.978 7.048
C -4.617 -0.354 6.191
C -4.927 1.055 6.664
C -6.028 1.676 5.822
C -5.627 1.657 4.371
C -6.095 2.606 3.489
C -5.703 2.574 2.156
F -6.197 3.512 1.328
C -4.848 1.623 1.684
C -4.375 0.640 2.560
C -3.468 -0.395 2.020
O -3.132 -0.324 0.826
C -3.054 -1.409 2.957
C -3.471 -1.304 4.244
N -4.236 -0.315 4.762
C -4.752 0.659 3.902
C -2.178 -2.636 2.644
O -2.262 -3.579 3.436
O -1.471 -2.553 1.597
H -3.747 -0.775 8.097
H -2.552 -0.539 6.805
H -3.449 -2.057 6.927
H -5.530 -0.955 6.283
H -4.015 1.657 6.584
H -5.213 1.012 7.715
H -6.232 2.701 6.134
H -6.953 1.106 5.961
H -6.767 3.387 3.828
H -4.525 1.610 0.650
H -3.142 -2.083 4.914
O -1.065 1.315 -4.276
C -0.789 1.546 -2.896
O -0.533 0.305 -2.225
C -1.784 2.482 -2.297
C -2.797 2.958 -3.074
C -3.733 3.869 -2.558
C -3.610 4.343 -1.266
C -2.561 3.933 -0.484
C -1.570 2.939 -0.922
O -0.629 2.510 -0.256
N -2.460 4.593 0.824
O -3.483 5.067 1.314
O -1.374 4.656 1.358
N -4.797 4.364 -3.399
O -5.593 5.171 -2.934
O -4.851 3.975 -4.561
H -2.902 2.618 -4.092
H -4.314 5.064 -0.880
C -3.930 -0.610 -2.542
C -3.349 -1.813 -1.847
C -4.111 -3.107 -1.856
O -2.285 -1.735 -1.281
H -4.814 -0.850 -3.132
H -3.165 -0.156 -3.174
H -4.189 0.119 -1.768
H -5.156 -2.931 -1.589
H -3.650 -3.809 -1.165
H -4.092 -3.519 -2.871
N 2.998 -6.678 -3.114
C 3.944 -7.581 -3.543
C 3.912 -8.949 -3.794
C 5.091 -9.540 -4.227
C 6.259 -8.782 -4.403
C 6.278 -7.419 -4.147
C 5.106 -6.808 -3.707
N 4.861 -5.481 -3.395
C 3.597 -5.443 -3.037
C 2.817 -4.283 -2.573
C 1.380 -4.334 -2.776
C 0.349 -3.669 -2.081
N 0.307 -2.872 -1.029
C 2.667 -2.118 -1.495
C 3.465 -3.317 -1.896
H 2.034 -6.829 -2.867
H 3.007 -9.530 -3.657
H 5.110 -10.604 -4.432
H 7.161 -9.275 -4.745
H 7.179 -6.833 -4.284
H 1.037 -4.920 -3.626
H -0.641 -3.846 -2.509
H 3.248 -1.332 -1.015
H 4.503 -3.433 -1.607
```


A molecular structure, C54H42F9N3O2PPtSTe, computed with the ωB97M-V functional and the def2-TZVPD basis.

Summary:
- Energy relative to the best compared isomer or geometry (same formula, charge and spin): 144.1 kJ/mol
- Total charge: +1
- 2S+1: 1
- E_HOMO: -10.06 eV
- Energy: -4423.3162 Ha

```
114
C54H42F9N3O2PPtSTe | the OMol25 dataset | the ωB97M-V functional and the def2-TZVPD basis
Pt -1.215 -0.443 -0.366
C 3.793 -0.999 4.242
C 3.007 -1.104 2.962
C 3.576 -0.821 1.725
C 2.858 -0.858 0.537
C 3.586 -0.640 -0.751
O 3.080 -0.109 -1.720
C 5.033 -1.051 -0.827
C 5.812 -0.442 -1.811
C 7.141 -0.790 -1.973
C 7.707 -1.764 -1.161
C 6.940 -2.382 -0.184
C 5.613 -2.021 -0.011
C 1.458 -1.099 0.579
O 0.731 -0.856 -0.477
C 0.907 -1.572 1.800
C 1.698 -1.544 2.957
C -0.427 -2.188 1.888
N -1.340 -2.124 0.972
C -2.645 -2.772 1.176
C -3.127 -3.606 0.001
Te -2.029 -5.390 -0.443
C -0.765 -4.492 -1.865
C -1.303 -3.860 -2.984
C -0.470 -3.315 -3.949
C 0.908 -3.436 -3.828
C 1.442 -4.100 -2.736
C 0.613 -4.607 -1.744
C -0.727 -2.853 3.197
C -0.303 -4.148 3.466
C -0.597 -4.726 4.693
C -1.301 -4.011 5.653
C -1.715 -2.712 5.386
C -1.428 -2.133 4.159
H 4.842 -0.788 4.041
H 3.740 -1.925 4.816
H 3.411 -0.198 4.877
H 4.626 -0.555 1.682
H 5.354 0.306 -2.445
H 7.739 -0.303 -2.732
H 8.745 -2.041 -1.290
H 7.376 -3.146 0.446
H 5.025 -2.511 0.755
H 1.265 -1.870 3.895
H -3.372 -1.971 1.340
H -2.640 -3.377 2.079
H -3.159 -3.030 -0.924
H -4.144 -3.936 0.213
H -2.379 -3.823 -3.112
H -0.893 -2.829 -4.820
H 1.561 -3.022 -4.586
H 2.511 -4.224 -2.653
H 1.046 -5.110 -0.888
H 0.240 -4.705 2.715
H -0.273 -5.737 4.900
H -1.526 -4.465 6.609
H -2.263 -2.151 6.132
H -1.750 -1.120 3.943
C -2.408 -1.205 -3.544
N -3.337 -0.090 -3.383
C -3.922 0.617 -4.416
C -4.738 1.541 -3.866
N -4.627 1.383 -2.503
C -3.776 0.386 -2.208
S -3.529 -0.238 -0.616
H -2.158 -1.291 -4.597
H -2.877 -2.125 -3.199
H -1.503 -1.027 -2.963
H -3.701 0.403 -5.447
H -5.357 2.295 -4.315
H -5.108 1.916 -1.797
F 5.348 3.646 -1.564
C 4.495 4.355 -0.814
F 5.064 4.529 0.391
F 4.381 5.573 -1.372
C 3.150 3.688 -0.687
C 2.182 4.305 0.101
C 0.945 3.714 0.252
C 0.675 2.497 -0.383
C 1.636 1.899 -1.184
C 2.883 2.497 -1.334
P -0.975 1.758 -0.306
C -1.888 2.846 -1.446
C -2.573 3.992 -1.052
C -3.195 4.791 -1.999
C -3.105 4.461 -3.344
C -2.380 3.351 -3.752
C -1.783 2.541 -2.801
C -3.863 5.282 -4.353
F -5.171 4.934 -4.346
F -3.805 6.590 -4.084
F -3.415 5.094 -5.600
C -1.541 2.077 1.395
C -0.610 1.902 2.420
C -1.010 1.940 3.743
C -2.346 2.148 4.053
C -3.283 2.318 3.046
C -2.881 2.274 1.721
C -2.773 2.121 5.498
F -3.961 2.707 5.684
F -1.883 2.736 6.288
F -2.880 0.851 5.938
H 2.402 5.243 0.594
H 0.195 4.199 0.865
H 1.447 0.951 -1.669
H 3.634 2.019 -1.946
H -2.624 4.272 -0.008
H -3.738 5.676 -1.695
H -2.289 3.121 -4.804
H -1.217 1.669 -3.111
H 0.432 1.716 2.187
H -0.284 1.809 4.535
H -4.324 2.474 3.295
H -3.623 2.367 0.940
```


A molecular structure, C54H45AsCl2IrNOP2, computed with the ωB97M-V functional and the def2-TZVPD basis.

Summary:
- Energy relative to the best compared isomer or geometry (same formula, charge and spin): 296.5 kJ/mol
- Total charge: +2
- 2S+1: 5
- E_HOMO (spin up / spin down): -11.26 / -12.76 eV
- ⟨S²⟩: 6.082
- Energy: -6157.2671 Ha

```
107
C54H45AsCl2IrNOP2 | the OMol25 dataset | the ωB97M-V functional and the def2-TZVPD basis
Ir -0.193 -0.398 0.340
C 1.506 -2.195 3.294
C 0.019 -1.851 3.433
P -0.895 -2.013 1.862
C -2.579 -1.796 2.497
C -3.134 -2.714 3.384
C -4.418 -2.513 3.872
C -5.141 -1.390 3.491
C -4.581 -0.461 2.624
C -3.305 -0.668 2.122
C -0.470 -3.728 1.426
C -0.220 -4.088 0.101
C 0.158 -5.382 -0.220
C 0.295 -6.334 0.783
C 0.056 -5.985 2.105
C -0.314 -4.687 2.427
C 2.279 -0.919 3.042
P 1.783 -0.062 1.511
C 2.871 -0.576 0.116
C 4.406 -0.587 0.302
C 5.139 -1.502 -0.632
C 4.519 -2.370 -1.426
C 3.053 -2.491 -1.426
C 2.288 -1.687 -0.695
C 1.761 2.614 0.847
C 2.604 3.840 0.554
C 2.160 5.103 0.754
C 0.878 5.370 1.295
C 0.037 4.294 1.619
C 0.410 3.015 1.371
H 1.677 -2.900 2.477
H 1.874 -2.677 4.201
H -0.114 -0.816 3.755
H -0.475 -2.463 4.185
H -2.581 -3.597 3.686
H -4.852 -3.233 4.554
H -6.146 -1.241 3.869
H -5.142 0.423 2.342
H -2.870 0.040 1.420
H -0.339 -3.354 -0.685
H 0.344 -5.651 -1.254
H 0.597 -7.345 0.535
H 0.167 -6.722 2.891
H -0.472 -4.436 3.470
H 3.354 -1.092 2.995
H 2.099 -0.226 3.869
H 4.754 -0.770 1.319
H 6.224 -1.449 -0.605
H 5.090 -3.028 -2.071
H 2.601 -3.258 -2.046
H 1.198 -1.792 -0.738
H 3.594 3.684 0.155
H 2.818 5.930 0.516
H 0.555 6.390 1.457
H -0.938 4.492 2.048
H -0.241 2.194 1.663
Cl -2.356 0.864 -3.737
C -3.159 -0.442 -3.023
C -4.286 -0.862 -3.690
C -5.010 -1.933 -3.233
Cl -6.402 -2.397 -4.088
C -4.592 -2.662 -2.080
C -5.283 -3.803 -1.648
C -4.808 -4.503 -0.578
C -3.661 -4.030 0.052
N -3.010 -2.936 -0.315
C -3.440 -2.249 -1.367
C -2.668 -1.054 -1.792
O -1.652 -0.555 -1.186
H -4.597 -0.339 -4.585
H -6.170 -4.123 -2.178
H -5.294 -5.403 -0.223
H -3.250 -4.575 0.895
C 3.000 4.400 -5.035
C 1.710 3.965 -5.315
C 1.035 3.165 -4.403
C 1.636 2.821 -3.194
C 2.934 3.239 -2.928
C 3.613 4.029 -3.849
As 0.580 1.812 -1.883
C -0.770 3.159 -1.427
C -0.640 4.472 -1.864
C -1.644 5.401 -1.609
C -2.786 5.030 -0.918
C -2.926 3.717 -0.479
C -1.932 2.792 -0.747
C 1.797 1.744 -0.412
C 2.973 0.823 -0.640
C 4.439 0.941 -0.040
C 4.711 1.653 1.253
C 3.811 1.822 2.208
C 2.332 1.652 1.967
H 3.528 5.023 -5.746
H 1.228 4.246 -6.243
H 0.037 2.825 -4.639
H 3.418 2.969 -1.998
H 4.623 4.358 -3.632
H 0.252 4.789 -2.387
H -1.528 6.420 -1.961
H -3.567 5.755 -0.727
H -3.814 3.416 0.067
H -2.067 1.771 -0.414
H 3.069 0.618 -1.707
H 5.172 1.207 -0.799
H 5.755 1.889 1.447
H 4.107 2.245 3.162
H 1.798 1.888 2.886
```


| no. | maximum force (eV Å⁻¹) | molar mass (g mol⁻¹) |
| --- | --- | --- |
| 1 | 2.3 | 1056.66 |
| 2 | 2.0 | 1078.06 |
| 3 | 1.2 | 1321.65 |
| 4 | 2.2 | 1123.95 |